1.
6
Properties=species:S:1:pos:R:3:mulliken_charge:R:1 method="wB97M-V/def2-TZVPD" relative_energy_kcal_mol=163.26 orbital_gap_ha="0.2916 / 0.2726" lumo_energy_ev="-2.137 / -1.812"
C -0.17149 0.64648 -0.09450 0.1247
N -0.38799 -0.69436 -0.10305 0.8139
O -0.42945 -1.44833 -1.03061 -0.4976
O -0.40846 -1.03521 1.09067 -0.4358
S -0.40712 2.14128 0.36840 -0.1052
H 1.80452 0.39013 -0.23091 0.1000

***

2.
6
Properties=species:S:1:pos:R:3:mulliken_charge:R:1 method="wB97M-V/def2-TZVPD" relative_energy_kcal_mol=36.66 orbital_gap_ha="0.3385 / 0.3378" lumo_energy_ev="0.147 / 0.098"
C -1.19014 2.37548 1.40741 0.7083
N -0.20830 0.03278 -0.27920 -0.1571
O -0.48224 3.24189 1.27367 -0.3014
O -1.90308 1.47577 1.64362 -0.4083
O -1.34908 -0.46901 -0.40874 -0.1957
H -1.55572 -1.28533 0.17435 0.3541

***

3.
6
Properties=species:S:1:pos:R:3:mulliken_charge:R:1 method="wB97M-V/def2-TZVPD" relative_energy_kcal_mol=44.81 orbital_gap_ha=0.4035 lumo_energy_ev=-0.229
O 1.45269 -0.70474 -0.58593 -0.3255
C 0.52896 -0.52883 0.10898 0.1025
N -0.59039 0.43794 -0.14159 0.8886
O -0.25008 1.43709 0.44140 -0.4830
O -1.49388 0.30742 -0.87062 -0.5129
H 0.35270 -0.94887 1.04777 0.3303

***

4.
6
Properties=species:S:1:pos:R:3:mulliken_charge:R:1 method="wB97M-V/def2-TZVPD" relative_energy_kcal_mol=8.59 spin_multiplicity=3 orbital_gap_ha="0.3533 / 0.4779" lumo_energy_ev="0.572 / 0.192"
C -1.49774 0.17916 -1.27186 0.6598
N 0.61612 -0.51817 1.65717 -0.1138
O -2.53617 0.65256 -1.22873 -0.3383
O -0.51324 -0.36374 -1.47469 -0.3305
O 1.50860 0.00893 0.94113 -0.2364
H 2.42243 0.04127 1.37699 0.3592